(1)
This record from the OMol25 dataset describes 2 unconnected molecules or ions with the total composition C3H7FNO in a non-equilibrium geometry. The level of theory is ωB97M-V/def2-TZVPD.

Its expectation value of S² is 2.006. For the lowest unoccupied orbital energy (spin up / spin down), the calculation gives -0.124 / -0.308 Eh. The highest occupied orbital energy (spin up / spin down) comes out at -10.55 / -17.95 eV. As for the total charge: +1. As for the spin multiplicity: 3.

```
13
C3H7FNO | the OMol25 dataset | ωB97M-V/def2-TZVPD
C -2.3559 -0.5319 -0.1200
C 0.7982 -0.3645 1.2188
C 0.9232 0.5007 -1.1656
N 0.1210 0.2023 0.0555
O -2.7542 0.5091 -0.2377
F -0.6935 1.2653 0.3947
H -2.3055 -1.6255 -0.0828
H 1.4446 0.3273 1.7194
H 0.0115 -0.7650 1.7373
H 1.4312 -1.0289 0.7109
H 0.7413 1.4761 -1.4812
H 1.8923 0.2622 -0.7612
H 0.7458 -0.2271 -1.9881
```

These are the Mulliken partial charges, in e, on atoms 1 to 2:
1 C -0.014
2 C -0.828


(2)
This record from the OMol25 dataset describes a single C3H7FOS molecule in a non-equilibrium geometry. The level of theory is ωB97M-V/def2-TZVPD.

The SMILES is OC[C@@H](F)CS. For the lowest unoccupied orbital energy, the calculation gives 0.025 Eh. The highest occupied orbital energy comes out at -9.33 eV.

```
13
C3H7FOS | the OMol25 dataset | ωB97M-V/def2-TZVPD
C -0.5817 -0.1522 0.9831
C 0.5719 0.6861 0.4337
C 1.5183 0.0132 -0.6164
H -2.3910 0.5572 -0.2944
H -0.2367 -1.0827 1.2677
H -1.0324 0.3125 1.8841
H 1.1646 1.1108 1.2619
H 0.9625 -0.4333 -1.4384
H 2.2502 0.6772 -0.9491
H 1.8378 -1.8731 -0.2204
O 2.1626 -1.0127 0.1327
F -0.0686 1.7503 -0.2472
S -1.7680 -0.6376 -0.3219
```

These are the Mulliken partial charges, in e, on atoms 1 to 2:
1 C -0.831
2 C 0.475


(3)
This record from the OMol25 dataset describes 2 unconnected molecules or ions with the total composition C3H7FOS in a non-equilibrium geometry. The level of theory is ωB97M-V/def2-TZVPD.

For the lowest unoccupied orbital energy (spin up / spin down), the calculation gives -0.001 / -0.001 Eh. The highest occupied orbital energy (spin up / spin down) comes out at -8.43 / -8.43 eV.

```
13
C3H7FOS | the OMol25 dataset | ωB97M-V/def2-TZVPD
C 1.2895 -0.4927 0.1883
C -0.5615 -0.1544 -1.4257
C -0.1861 -0.4432 0.0061
O 0.1797 1.3093 2.5933
F -2.3249 1.2157 1.6876
S -0.6700 1.5216 1.4512
H 1.8059 0.1632 -0.4139
H 1.4760 -0.4874 1.2147
H 1.6941 -1.3825 -0.2629
H -0.5190 -0.9561 -2.2116
H 0.2128 0.7116 -1.7095
H -1.6891 0.0855 -1.7081
H -0.7075 -1.0906 0.5907
```

These are the Mulliken partial charges, in e, on atoms 1 to 2:
1 C -1.311
2 C -0.982


(4)
This record from the OMol25 dataset describes a molecular structure, C3H7FOS in a non-equilibrium geometry. The level of theory is ωB97M-V/def2-TZVPD.

Its expectation value of S² is 2.008. For the lowest unoccupied orbital energy (spin up / spin down), the calculation gives 0.026 / -0.066 Eh. The highest occupied orbital energy (spin up / spin down) comes out at -5.78 / -10.23 eV. As for the spin multiplicity: 3.

```
13
C3H7FOS | the OMol25 dataset | ωB97M-V/def2-TZVPD
C 0.0422 0.6573 -1.0395
C 1.9280 1.2134 -0.7875
C -1.8812 -1.1080 0.6102
O -0.2819 0.9386 1.5164
F -0.0252 -0.3854 -1.8590
S -0.1980 -0.1228 0.5014
H 2.1896 0.1793 -0.8001
H 1.8588 1.6333 0.1704
H 2.2798 1.7949 -1.6503
H -1.7681 -2.1956 0.2619
H -2.2168 -1.0577 1.6849
H -2.6326 -0.5922 0.0939
H 0.7054 -0.9551 1.2974
```

These are the Mulliken partial charges, in e, on atoms 1 to 2:
1 C 0.119
2 C -0.803


(5)
This record from the OMol25 dataset describes 2 unconnected molecules or ions with the total composition C3H7FS in a non-equilibrium geometry. The level of theory is ωB97M-V/def2-TZVPD.

For the lowest unoccupied orbital energy, the calculation gives -0.028 Eh. The highest occupied orbital energy comes out at -10.40 eV.

```
12
C3H7FS | the OMol25 dataset | ωB97M-V/def2-TZVPD
C 0.6064 -1.6993 0.1657
C -0.4621 -1.1106 -0.7647
C 0.2072 2.6803 -0.2270
F -0.9634 3.3977 2.2260
S -1.1207 2.9133 0.4743
H 1.4191 -2.1522 -0.4872
H 1.0449 -1.0499 0.9270
H 0.1817 -2.4234 0.7754
H -0.9777 -1.9618 -1.3267
H -0.0111 -0.5291 -1.4567
H -1.1770 -0.4913 -0.2272
H 1.2528 2.4262 -0.0791
```

These are the Mulliken partial charges, in e, on atoms 1 to 2:
1 C -0.858
2 C -0.758


(6)
This record from the OMol25 dataset describes a single C3H7FS molecule in a non-equilibrium geometry. The level of theory is ωB97M-V/def2-TZVPD.

The SMILES is C[C@@H](F)CS. For the lowest unoccupied orbital energy, the calculation gives 0.035 Eh. The highest occupied orbital energy comes out at -8.52 eV.

```
12
C3H7FS | the OMol25 dataset | ωB97M-V/def2-TZVPD
C 1.7450 -0.3834 -0.0774
C 0.3649 0.3063 0.3811
C -1.0889 -0.4133 -0.0944
H 2.4853 0.6677 -0.1713
H 1.4055 -1.0214 -1.0698
H 1.9667 -1.1349 0.6540
H 0.2235 0.4781 1.4064
H -1.1189 -0.1749 -1.1810
H -1.1239 -1.6456 0.1091
H -2.4028 1.5869 0.2043
F 0.2334 1.5626 -0.1739
S -2.6898 0.1719 0.0129
```

These are the Mulliken partial charges, in e, on atoms 1 to 2:
1 C -0.830
2 C 0.183


(7)
This record from the OMol25 dataset describes a molecular structure, C3H7I2N2O2P in a non-equilibrium geometry. The level of theory is ωB97M-V/def2-TZVPD.

For the lowest unoccupied orbital energy, the calculation gives -0.018 Eh. The highest occupied orbital energy comes out at -9.40 eV.

```
17
C3H7I2N2O2P | the OMol25 dataset | ωB97M-V/def2-TZVPD
C -2.5746 -0.5303 -0.1818
C -1.5505 -1.6208 -0.0278
C 1.7119 0.6817 0.5870
N -0.2756 -1.1068 0.3927
N 2.2557 1.9384 0.5861
O -3.7652 -0.6319 -0.3062
O -1.9216 0.5486 -0.3931
P -0.1382 0.6020 0.0975
I -1.3178 -2.5018 -2.0564
I 2.5572 -0.6076 -1.2759
H -1.9064 -2.4291 0.5769
H 1.7551 0.0360 1.5027
H 0.5065 -1.6526 -0.0410
H 3.2662 1.9696 0.5800
H -0.1255 1.1361 -1.2022
H 2.0445 2.7446 -0.0082
H -0.5215 1.4241 1.1696
```

These are the Mulliken partial charges, in e, on atoms 1 to 2:
1 C 0.628
2 C -0.606


(8)
This record from the OMol25 dataset describes 2 unconnected molecules or ions with the total composition C3H7I2NS in a non-equilibrium geometry. The level of theory is ωB97M-V/def2-TZVPD.

The SMILES is CC(C)=NS.II. For the lowest unoccupied orbital energy, the calculation gives -0.073 Eh. The highest occupied orbital energy comes out at -8.42 eV.

```
14
C3H7I2NS | the OMol25 dataset | ωB97M-V/def2-TZVPD
C -0.8114 0.9104 0.4294
C -0.3215 -1.2065 -0.6110
C 0.3692 0.0908 0.1497
N 1.4947 0.5245 0.6463
S 2.9576 -0.1242 0.2230
I -0.9175 1.6822 -3.6001
I 1.7352 1.8024 -2.9834
H -1.5806 1.0206 -0.4493
H -0.4486 2.0035 0.7386
H -1.4522 0.6604 1.3624
H 0.4674 -2.0528 -0.7554
H -1.2673 -1.5487 -0.0454
H -0.6015 -0.7854 -1.4948
H 3.4716 0.4715 1.3280
```

These are the Mulliken partial charges, in e, on atoms 1 to 2:
1 C -0.978
2 C -0.721


(9)
This record from the OMol25 dataset describes 2 unconnected molecules or ions with the total composition C3H7IN in a non-equilibrium geometry. The level of theory is ωB97M-V/def2-TZVPD.

For the lowest unoccupied orbital energy (spin up / spin down), the calculation gives -0.268 / -0.269 Eh. The highest occupied orbital energy (spin up / spin down) comes out at -13.70 / -13.69 eV. As for the total charge: +1.

```
12
C3H7IN | the OMol25 dataset | ωB97M-V/def2-TZVPD
C -0.6670 0.3851 -0.9684
C -0.3069 1.1434 0.1573
C -0.0390 -1.3882 0.7350
N 0.3423 -0.1643 -0.0170
I 2.1117 2.9733 -0.5972
H -1.5523 -0.1381 -0.9289
H -0.3972 0.6015 -1.9413
H -0.6532 1.5173 1.0794
H 0.3798 -2.1990 0.2665
H 0.4408 -1.4480 1.7419
H -1.0597 -1.2325 0.7901
H 1.4008 -0.0504 -0.3174
```

These are the Mulliken partial charges, in e, on atoms 1 to 2:
1 C -0.261
2 C -0.287


Quick rundown of energy relative to the best compared isomer or geometry (same formula, charge and spin), same order as above: 286.10, 70.29, 293.53, 313.12, 269.24, 264.33, 0.00, 75.78, 466.20 kJ/mol
Quick rundown of DFT total energy, same order as above: -347.80976, -691.77194, -691.68692, -691.46850, -616.44023, -616.44210, -1315.22166, -1166.76587, -470.52572 hartree